(1)
Entry from the OMol25 dataset: a 2-piece molecular cluster, C31H35N5O4 overall in a non-equilibrium geometry (the ωB97M-V functional and the def2-TZVPD basis).

Each line ends with the Löwdin charge.
Atoms and positions in Å:
O -0.114 -2.348 6.815  -0.0864
O 1.403 1.749 3.535  0.0836
O 0.912 -3.595 4.698  -0.0751
O -0.950 0.174 6.623  -0.0668
N 1.141 3.001 1.615  -0.0371
N 0.752 1.393 0.078  0.0370
N -2.379 -1.314 -3.294  -0.0962
N -1.161 -1.579 -3.801  -0.0759
N -3.210 -2.361 -3.378  -0.0078
C 0.213 -2.459 4.434  -0.1930
C 0.464 0.734 -1.064  0.0291
C -1.912 -5.505 -4.939  -0.1238
C -0.317 -1.814 5.575  -0.1538
C -0.614 0.071 1.717  -0.0738
C -0.226 -3.724 -4.833  -0.0617
C -0.218 1.066 -7.207  -0.0560
C 0.148 0.637 -3.494  0.0349
C 1.123 1.846 2.341  -0.3650
C 0.006 1.284 -4.771  -0.1841
C 1.161 -2.074 7.472  -0.0256
C 0.061 2.434 -7.372  -0.0610
C -0.857 -0.514 5.455  -0.1893
C -0.256 0.510 -5.932  0.0032
C 0.060 -1.860 3.178  0.0218
C 0.388 1.338 -2.314  -0.0643
C -1.187 -2.908 -4.222  -0.2756
C 0.231 3.244 -6.239  -0.0778
C -0.343 3.617 -0.232  0.0131
C 0.154 2.697 -4.957  -0.0114
C 0.737 0.716 1.378  -0.1489
C -0.570 -0.621 3.057  -0.2273
C -2.498 -3.397 -3.965  -0.2884
C 1.291 -4.441 3.592  -0.0515
C -0.610 -5.021 -5.189  -0.1257
C 1.420 4.278 2.231  -0.0065
C -2.875 -4.702 -4.324  -0.0464
C 0.925 2.853 0.181  -0.4625
C 2.158 3.361 -0.585  0.0124
C -1.096 0.011 4.182  0.0132
C -1.362 1.556 6.555  -0.0489
H 0.525 2.417 -2.373  0.0590
H -2.158 -6.528 -5.236  0.0908
H -1.182 3.313 0.412  0.1039
H 0.111 -5.685 -5.673  0.0886
H 0.267 -0.446 -3.479  0.0844
H -1.582 0.986 4.078  0.1148
H -0.396 0.434 -8.078  0.1106
H 1.978 -2.492 6.874  0.0863
H 3.066 2.957 -0.118  0.1060
H 0.614 4.989 2.010  0.0931
H 1.527 -0.057 1.422  0.1737
H 2.360 4.695 1.848  0.0951
H 0.763 -3.300 -4.997  0.0914
H 1.498 4.139 3.312  0.0981
H -3.895 -5.021 -4.111  0.1005
H -0.490 -0.544 -5.784  0.1022
H 0.231 3.357 -4.089  0.1022
H -0.163 4.694 -0.121  0.0896
H 0.428 4.312 -6.358  0.1056
H 1.283 -0.993 7.606  0.0881
H -0.628 2.152 5.992  0.0937
H -0.617 3.413 -1.269  0.0740
H 1.084 -2.579 8.434  0.0900
H -2.351 1.647 6.083  0.0930
H -0.861 -0.645 0.919  0.1253
H 0.478 -2.341 2.287  0.1169
H 1.681 -5.345 4.059  0.0922
H 0.135 2.865 -8.372  0.1080
H 0.425 -4.683 2.959  0.0998
H 2.069 -3.960 2.984  0.0911
H 2.143 3.048 -1.631  0.0741
H -1.381 0.865 1.720  0.1340
H -1.405 1.882 7.594  0.0926
H 2.178 4.457 -0.544  0.0931
H 0.274 -0.338 -0.958  0.1572

Output
HOMO-LUMO gap = 5.06 eV
LUMO level = -0.068 Ha
Highest occupied orbital energy = -6.93 eV
DFT total energy = -1776.86979 Ha

(2)
Entry from the OMol25 dataset: C31H35NO2Si2 as an isolated structure in a non-equilibrium geometry (the ωB97M-V functional and the def2-TZVPD basis).

Each line ends with the Löwdin charge.
Atoms and positions in Å:
Si -1.257 -5.257 5.925  0.5302
Si 1.375 -4.288 6.638  0.4792
O 3.649 -6.808 5.905  0.0617
O 0.246 -4.593 5.359  -0.5110
N 3.028 -4.353 5.878  -0.0189
C 0.971 1.909 -2.484  -0.0853
C -1.997 -2.512 -2.070  -0.0934
C 0.800 2.495 -8.499  -0.0969
C -1.041 -1.013 -0.442  -0.1083
C 1.677 -2.219 1.966  -0.0903
C -2.477 0.510 2.951  -0.0946
C -2.952 -0.322 -1.740  -0.0908
C 3.336 -1.569 3.589  -0.0918
C -4.128 2.439 4.093  -0.0989
C 3.349 -5.610 5.645  -0.2576
C -0.865 2.836 -6.788  -0.1061
C -1.042 -2.243 -1.094  -0.0892
C 2.682 3.499 -3.080  -0.0931
C 1.509 1.809 -1.204  -0.0923
C -1.993 -0.051 -0.768  -0.0982
C 3.389 -0.630 1.368  -0.0933
C 2.215 -2.319 3.245  -0.0922
C -2.955 -1.554 -2.389  -0.0949
C 1.558 2.752 -3.423  -0.0880
C -3.095 2.822 3.244  -0.0962
C -2.270 1.859 2.671  -0.1003
C 0.380 3.658 -9.139  -0.0978
C 0.176 2.083 -7.325  -0.1045
C 2.265 -1.377 1.027  -0.1073
C 2.630 2.559 -0.860  -0.0995
C -3.505 0.128 3.807  -0.0941
C -0.658 4.413 -8.600  -0.0978
C -4.332 1.091 4.378  -0.0984
C 3.922 -0.723 2.651  -0.0916
C -1.279 4.003 -7.424  -0.0966
C 3.215 3.405 -1.798  -0.0965
H -0.982 5.322 -9.096  0.0997
H -2.067 -5.550 4.718  -0.0696
H -1.987 0.911 -0.264  0.0938
H -2.062 -4.335 6.733  -0.0701
H -4.775 3.190 4.535  0.0992
H 0.502 1.174 -6.828  0.1011
H -2.932 3.874 3.028  0.1003
H -0.297 -0.804 0.320  0.0686
H 1.761 -2.981 3.975  0.0566
H -0.297 -2.991 -0.842  0.0989
H -1.107 -6.555 6.616  -0.0656
H 4.088 3.992 -1.529  0.0998
H -1.836 -0.242 2.502  0.0913
H 3.849 0.025 0.636  0.0941
H 3.753 -1.643 4.588  0.0953
H 1.140 2.828 -4.422  0.0852
H 3.047 2.485 0.139  0.0955
H 0.861 3.975 -10.058  0.0996
H -2.086 4.593 -7.002  0.1003
H -3.697 0.426 -1.991  0.1020
H -1.353 2.513 -5.874  0.0991
H 1.847 -1.301 0.028  0.0871
H -5.135 0.792 5.044  0.0991
H 1.236 -2.891 7.111  -0.0198
H 3.142 4.154 -3.813  0.1010
H -3.704 -1.766 -3.146  0.1005
H 1.613 1.910 -8.916  0.1003
H 1.055 1.146 -0.474  0.0794
H 4.795 -0.137 2.920  0.1007
H -3.662 -0.923 4.030  0.0991
H 1.328 -5.237 7.745  -0.0179
H 0.799 -2.800 1.700  0.0980
H -1.466 2.158 2.006  0.0964
H 0.092 1.329 -2.750  0.0952
H -1.997 -3.470 -2.580  0.1006

Output
HOMO-LUMO gap = 9.19 eV
LUMO level = -0.003 Ha
Highest occupied orbital energy = -9.27 eV
DFT total energy = -1986.51964 Ha

(3)
Entry from the OMol25 dataset: a 2-piece molecular cluster, C31H35O5 overall in a non-equilibrium geometry (the ωB97M-V functional and the def2-TZVPD basis).

Each line ends with the Löwdin charge.
Atoms and positions in Å:
O 0.133 2.087 -0.796  -0.0103
O 1.538 1.506 0.854  -0.0160
O 2.186 -1.812 1.425  0.0793
O 3.602 0.367 -2.563  0.1036
O -2.163 1.412 2.506  -0.0011
C 1.064 -0.721 -1.250  0.0824
C 1.331 -1.705 -3.533  -0.0412
C 0.634 -0.467 -5.494  -0.0983
C -2.652 -1.524 2.414  -0.2239
C -1.117 -1.637 2.337  -0.1640
C -2.467 2.250 0.282  -0.1315
C -3.805 2.907 0.689  -0.1966
C 6.976 -1.637 -0.387  -0.0715
C 3.557 -0.376 -1.588  -0.2812
C 4.732 -0.934 -0.864  -0.0861
C 4.308 -1.489 0.349  -0.0955
C -0.658 0.558 0.898  -0.1511
C 0.043 0.501 -4.671  -0.0777
C 3.588 2.675 1.058  -0.0751
C -5.278 0.774 0.803  -0.2022
C 6.544 -2.191 0.839  -0.0699
C -1.795 1.382 1.320  -0.3897
C 2.350 -0.801 -0.799  -0.0549
C -5.541 -0.373 1.797  -0.2122
C 0.337 1.421 0.220  -0.4999
C 1.235 -1.599 -4.916  -0.0963
C -3.427 -1.766 1.129  -0.2137
C -4.850 2.083 1.459  -0.2272
C -4.962 -1.696 1.296  -0.2226
C 0.802 -0.692 -2.692  -0.1831
C -0.210 -0.489 1.814  -0.2035
C 2.334 2.562 0.249  -0.2296
C 5.204 -2.107 1.215  0.0018
C 6.075 -0.986 -1.235  -0.0018
C 0.077 0.358 -3.286  -0.0085
C 2.841 -1.412 0.452  -0.2642
H -5.164 -0.116 2.797  0.1040
H 7.268 -2.670 1.500  0.1001
H 0.631 -1.017 1.320  0.0493
H -5.399 -1.913 0.313  0.1035
H 0.229 -0.960 -0.599  0.1214
H -1.767 3.069 0.054  0.1112
H 3.396 3.236 1.979  0.0747
H -4.277 3.289 -0.230  0.1028
H -0.446 1.381 -5.096  0.1010
H -0.859 -2.558 1.790  0.1003
H -3.582 3.768 1.329  0.1031
H -0.378 1.088 -2.616  0.1011
H -6.214 0.960 0.251  0.1051
H -2.987 -2.288 3.141  0.1081
H -6.632 -0.478 1.895  0.0995
H 1.652 -2.397 -5.536  0.0959
H 0.223 0.010 2.703  0.1212
H 1.756 3.499 0.271  0.1269
H -2.550 1.689 -0.663  0.1130
H 2.553 2.299 -0.797  0.1157
H -4.543 0.466 0.046  0.0983
H 1.844 -2.552 -3.069  0.1171
H 6.381 -0.529 -2.174  0.1178
H -3.091 -1.077 0.342  0.0987
H -2.905 -0.557 2.862  0.0864
H 0.611 -0.354 -6.580  0.0920
H -3.171 -2.777 0.773  0.1067
H -4.509 1.939 2.495  0.0959
H 4.336 3.227 0.483  0.0738
H 8.022 -1.718 -0.671  0.0970
H 4.833 -2.508 2.158  0.1214
H 3.977 1.689 1.322  0.0714
H -5.274 -2.492 1.981  0.0990
H -0.791 -1.805 3.374  0.1022
H -5.739 2.727 1.522  0.0975

Output
HOMO-LUMO gap = 4.87 eV
LUMO level = 0.063 Ha
Highest occupied orbital energy = -3.17 eV
DFT total energy = -1578.46377 Ha
Energy relative to the best compared isomer or geometry (same formula, charge and spin) = 31.7 kcal per mole
Charge = -1